# 1
Computed, not measured: C27H32BF2MnPS3 as an isolated structure in a non-equilibrium geometry, with ωB97M-V with the def2-TZVPD basis set.

Values from the calculation:
spin multiplicity: 6
orbital gap (spin up / spin down): 5.51 / 6.75 eV
LUMO level (spin up / spin down): -0.00088 / -0.00311 hartree
relative energy (zero: lowest compared OMol25 entry of this formula, charge and spin): 4.59 kcal/mol

XYZ file:
```
67
C27H32BF2MnPS3 | OMol25 | ωB97M-V with the def2-TZVPD basis set
Mn -1.866 0.014 -0.650
C 4.820 -0.348 0.362
C 4.299 -0.852 -0.937
C 5.336 -1.157 -1.848
C 5.028 -1.633 -3.091
C 3.674 -1.825 -3.442
C 2.675 -1.525 -2.573
C 2.965 -0.902 -1.331
P 1.383 -0.309 -0.519
C 1.618 -0.337 1.287
C 1.779 0.846 2.020
C 2.187 0.820 3.346
C 2.327 -0.398 4.005
C 2.237 -1.577 3.281
C 1.828 -1.563 1.945
C 1.572 -2.874 1.226
C 1.359 1.343 -1.248
C 2.360 2.309 -0.930
C 2.079 3.645 -1.237
C 0.847 4.056 -1.773
C -0.087 3.144 -2.132
C 0.111 1.781 -1.848
C -0.853 0.808 -2.273
H 5.860 -0.663 0.403
H 4.312 -0.781 1.220
H 4.820 0.721 0.475
H 6.364 -1.035 -1.486
H 5.816 -1.820 -3.856
H 3.450 -2.275 -4.417
H 1.619 -1.682 -2.844
H 1.497 1.781 1.572
H 2.194 1.727 3.967
H 2.614 -0.389 5.072
H 2.471 -2.545 3.751
H 1.305 -3.616 1.985
H 2.458 -3.241 0.726
H 0.723 -2.765 0.556
H 3.394 2.060 -0.590
H 2.879 4.372 -1.043
H 0.767 5.138 -1.971
H -1.003 3.412 -2.604
H -0.482 -0.034 -2.866
H -1.773 1.260 -2.638
C -6.003 -0.811 0.035
C -4.960 -0.603 -1.058
S -4.118 1.011 -1.253
C -4.308 2.145 0.181
C -3.430 2.063 1.442
S -2.225 0.658 1.678
C -2.928 -0.946 2.222
C -4.400 -0.900 2.420
S -5.314 -1.922 1.270
H -6.899 -1.337 -0.311
H -6.345 0.167 0.470
H -5.381 -0.762 -2.046
H -4.171 -1.326 -0.868
H -5.375 2.073 0.422
H -4.098 3.134 -0.221
H -4.016 2.074 2.371
H -2.817 2.962 1.494
H -2.397 -1.205 3.141
H -2.578 -1.651 1.445
H -4.728 0.135 2.277
H -4.635 -1.250 3.420
F -2.036 -2.873 -0.813
B -1.828 -1.823 -1.709
F -1.975 -2.105 -3.060
```

Here are the Mulliken charges for atoms 1 to 2, given in e: 0.502 -1.160



# 2
Computed, not measured: C31H39N11O3S2Sn as an isolated structure in a non-equilibrium geometry, with ωB97M-V with the def2-TZVPD basis set.

Values from the calculation:
spin multiplicity: 1
orbital gap (spin up / spin down): 4.79 / 5.39 eV
LUMO level (spin up / spin down): -0.48240 / -0.46048 hartree
charge: +4
relative energy (zero: lowest compared OMol25 entry of this formula, charge and spin): 26.16 kcal/mol

XYZ file:
```
87
C31H39N11O3S2Sn | OMol25 | ωB97M-V with the def2-TZVPD basis set
Sn 0.712 -0.998 0.214
C -0.260 1.473 5.516
N -0.221 0.370 4.564
C -0.805 -0.871 5.068
C 0.237 0.430 3.326
O 0.185 -0.549 2.549
C 0.803 1.744 2.797
O 1.570 1.515 1.635
C 2.963 1.677 1.788
C 3.693 0.471 1.225
O 3.041 -0.464 0.710
N 5.013 0.477 1.301
C 5.796 -0.672 0.864
C 5.760 1.616 1.835
H 0.357 1.236 6.383
H -1.282 1.605 5.874
H 0.076 2.412 5.091
H -0.499 -1.011 6.103
H -0.466 -1.708 4.469
H -1.895 -0.815 5.033
H 1.385 2.265 3.556
H -0.046 2.373 2.513
H 3.244 1.798 2.838
H 3.281 2.574 1.248
H 5.142 -1.513 0.663
H 6.503 -0.944 1.646
H 6.367 -0.427 -0.034
H 5.592 2.517 1.243
H 6.822 1.395 1.800
H 5.495 1.813 2.874
C 5.306 -2.814 -2.494
C 4.050 -3.407 -3.169
C 3.109 -3.890 -2.143
N 2.298 -3.100 -1.435
N 1.569 -3.722 -0.547
C 1.810 -5.048 -0.524
N 1.184 -5.889 0.263
S 3.020 -5.555 -1.686
H 5.984 -2.449 -3.262
H 5.831 -3.569 -1.909
H 5.026 -1.987 -1.844
H 4.332 -4.223 -3.834
H 3.558 -2.626 -3.752
H 0.468 -5.557 0.902
H 1.416 -6.877 0.263
S -3.419 3.856 -3.400
C -2.593 2.915 -2.108
C -1.259 3.176 -1.818
C -0.587 2.305 -0.971
N -1.155 1.223 -0.435
C -2.446 1.009 -0.688
C -3.211 1.823 -1.514
C -4.362 5.124 -2.538
C -3.855 6.418 -2.680
C -4.614 7.470 -2.165
N -5.750 7.177 -1.603
C -6.291 5.997 -1.437
C -5.585 4.898 -1.912
H -0.746 4.018 -2.262
H 0.453 2.479 -0.714
H -2.891 0.141 -0.219
H -4.245 1.575 -1.712
H -2.927 6.629 -3.189
H -4.301 8.509 -2.242
H -7.273 5.924 -0.978
H -6.023 3.914 -1.824
N -5.801 -1.444 -1.341
C -5.097 -2.013 -0.633
C -4.142 -2.591 0.262
C -4.493 -3.259 1.433
C -3.483 -3.662 2.293
C -2.169 -3.359 1.966
N -1.834 -2.748 0.829
C -2.790 -2.393 -0.017
H -5.533 -3.450 1.662
H -3.711 -4.185 3.211
H -1.355 -3.606 2.637
H -2.478 -1.933 -0.948
N -0.314 -1.904 -4.491
C -0.093 -0.557 -4.566
C 0.037 -0.139 -3.274
N -0.110 -1.206 -2.418
C -0.315 -2.256 -3.193
H -0.459 -2.514 -5.282
H -0.058 -0.023 -5.498
H 0.220 0.854 -2.904
H -0.468 -3.264 -2.843
```

Here are the Mulliken charges for atoms 1 to 2, given in e: 2.320 -1.013



# 3
Computed, not measured: a 2-piece molecular cluster, C4H13N2O overall, with ωB97M-V with the def2-TZVPD basis set.

Values from the calculation:
spin multiplicity: 1
orbital gap: 11.42 eV
LUMO level: -0.12427 hartree
charge: +1
relative energy (zero: lowest compared OMol25 entry of this formula, charge and spin): 22.56 kcal/mol

XYZ file:
```
20
C4H13N2O | OMol25 | ωB97M-V with the def2-TZVPD basis set
C -0.633 -0.159 -2.473
C -1.091 -1.324 -1.583
C -0.878 -1.032 -0.096
N 0.467 -0.495 0.191
C 0.914 -0.342 1.397
N 2.086 0.205 1.674
H 0.421 -0.261 -2.727
H -0.721 0.797 -1.951
H -1.223 -0.039 -3.373
H -0.553 -2.238 -1.836
H -2.167 -1.469 -1.675
H -1.028 -1.928 0.506
H -1.617 -0.313 0.252
H 1.009 -0.242 -0.628
H 0.305 -0.743 2.205
H 2.196 0.735 2.525
H 2.709 0.469 0.926
H -1.024 2.719 1.771
H -0.894 3.097 0.323
O -0.634 2.399 0.936
```

Here are the Mulliken charges for atoms 1 to 2, given in e: -1.157 -0.439



# 4
Computed, not measured: C47H45BrEuN6O7S as an isolated structure in a non-equilibrium geometry, with ωB97M-V with the def2-TZVPD basis set.

Values from the calculation:
spin multiplicity: 8
orbital gap (spin up / spin down): 4.37 / 4.38 eV
LUMO level (spin up / spin down): 0.13668 / 0.13667 hartree
charge: -2

XYZ file:
```
108
C47H45BrEuN6O7S | OMol25 | ωB97M-V with the def2-TZVPD basis set
Eu -0.328 0.174 -0.295
C 0.031 1.229 -3.471
C 1.441 1.492 -3.670
C 1.915 1.985 -4.888
C 3.226 2.398 -4.992
C 4.028 2.358 -3.881
C 3.638 1.904 -2.648
C 4.613 1.870 -1.494
C 2.327 1.349 -2.554
N 1.905 0.619 -1.464
C 2.681 -0.454 -1.153
O 3.662 -0.914 -1.802
C 2.522 -1.068 0.200
C 3.643 -1.619 0.785
C 3.420 -2.090 2.081
C 2.187 -2.294 2.589
C 1.091 -1.720 1.847
N 1.319 -0.976 0.821
C -0.256 -1.776 2.472
O -0.569 -2.667 3.263
N -0.994 -0.679 2.108
C -2.101 -0.189 2.783
C -2.140 0.939 3.643
C -0.867 1.627 4.027
C -3.361 1.467 4.054
C -4.513 1.043 3.443
C -4.547 -0.255 2.914
C -3.368 -0.910 2.525
C -3.288 -2.363 1.944
H -0.441 1.912 -2.698
H -0.133 0.241 -3.061
H -0.549 1.335 -4.398
H 1.209 2.238 -5.730
H 3.636 2.745 -5.941
H 5.024 2.764 -3.992
H 5.494 2.341 -1.806
H 4.864 0.807 -1.286
H 4.254 2.421 -0.562
H 4.572 -1.715 0.150
H 4.302 -2.425 2.626
H 1.988 -2.700 3.615
H -0.044 0.923 4.127
H -1.002 2.007 5.068
H -0.509 2.522 2.156
H -3.412 2.255 4.823
H -5.444 1.651 3.614
H -5.511 -0.735 2.747
H -2.699 -2.338 1.060
H -4.219 -2.748 1.583
H -2.921 -3.016 2.719
O -4.112 -0.330 -2.536
C -3.341 -0.873 -1.701
O -2.585 -0.354 -0.784
C -3.293 -2.402 -1.795
C -4.348 -3.005 -2.613
C -4.322 -4.373 -2.849
C -3.304 -5.195 -2.208
C -3.258 -6.605 -2.243
C -2.348 -7.285 -1.486
C -1.383 -6.548 -0.643
C -1.422 -5.154 -0.662
C -2.380 -4.475 -1.421
N -2.449 -3.164 -1.217
H -5.174 -2.372 -3.002
H -5.095 -4.737 -3.522
H -3.937 -7.086 -2.950
H -2.375 -8.393 -1.451
H -0.574 -7.088 -0.070
H -0.679 -4.517 -0.107
C 2.267 4.007 5.349
N 0.912 4.013 4.726
C -0.124 4.639 5.572
C 0.530 3.627 3.463
N -0.338 2.708 3.169
H 2.565 5.027 5.409
H 2.976 3.385 4.829
H 2.234 3.490 6.337
H 0.364 5.258 6.349
H -0.654 3.831 6.140
H -0.837 5.152 4.947
O -0.015 -1.670 -2.024
S 1.052 -1.909 -3.112
C 0.092 -2.450 -4.676
C 0.572 -3.859 -5.023
C 1.715 -4.346 -4.229
C 1.745 -3.565 -2.935
H 0.195 -1.705 -5.445
H -0.988 -2.397 -4.333
H 0.855 -3.716 -6.091
H -0.362 -4.497 -4.971
H 2.681 -4.247 -4.733
H 1.554 -5.416 -3.987
H 2.732 -3.490 -2.603
H 1.069 -4.026 -2.191
Br -2.034 6.111 -0.097
C -0.478 5.896 0.974
C 0.111 6.991 1.611
C 1.315 6.818 2.329
C 1.884 5.605 2.538
C 1.200 4.400 2.171
C 0.119 4.639 1.149
C -0.113 3.529 0.148
O 0.144 3.780 -1.008
O -0.592 2.424 0.592
H -0.316 7.954 1.397
H 1.817 7.741 2.653
H 2.845 5.602 3.099
H 1.905 3.657 1.764
```

Here are the Mulliken charges for atoms 1 to 2, given in e: 0.816 -0.220



# 5
Computed, not measured: a 4-piece molecular cluster, C35H66F2NO18S3 overall in a non-equilibrium geometry, with ωB97M-V with the def2-TZVPD basis set.

Values from the calculation:
spin multiplicity: 1
orbital gap: 9.21 eV
LUMO level: -0.10751 hartree
charge: +1

XYZ file:
```
125
C35H66F2NO18S3 | OMol25 | ωB97M-V with the def2-TZVPD basis set
C -5.129 1.461 4.423
C -4.163 1.971 3.924
C -2.888 2.395 3.271
C -1.796 1.313 3.563
C -1.033 0.895 2.280
C -0.901 -0.613 1.986
O -1.025 -1.450 3.067
C -0.279 -1.174 4.246
C -1.138 -1.503 5.481
C -0.420 -1.102 6.784
O -1.375 -2.907 5.407
C -2.242 -0.966 1.196
O -3.293 -0.361 1.875
F -2.510 -2.298 1.398
O -2.342 -0.562 -0.095
C -1.175 -0.359 -0.933
C -1.011 1.170 -1.209
C -0.009 2.117 -0.561
O 0.109 3.212 -1.515
C -1.691 -0.867 -2.328
C -3.022 -0.157 -2.720
C -2.917 0.710 -4.013
C -2.923 2.206 -3.708
O -3.956 2.521 -2.755
C -3.671 3.673 -2.067
C -3.234 4.947 -2.768
O -3.748 3.652 -0.872
C -0.005 -1.183 -0.393
C -0.076 -2.709 -0.647
C -1.138 -3.510 -0.667
C 1.259 -0.837 -1.262
O 1.179 -1.586 -2.487
C 2.445 -1.542 -3.085
C 2.815 -0.385 -3.993
O 3.195 -2.437 -2.865
N 0.296 -0.984 1.099
C 1.103 -2.114 1.680
F 1.268 0.044 1.121
H -5.840 0.927 5.011
H -2.604 3.381 3.637
H -3.114 2.481 2.203
H -1.106 1.764 4.281
H -2.331 0.479 4.009
H -0.101 1.463 2.277
H -1.624 1.315 1.462
H 0.167 -0.176 4.332
H 0.558 -1.886 4.312
H -2.126 -1.039 5.435
H -1.131 -0.670 7.491
H 0.399 -0.397 6.611
H 0.010 -1.972 7.293
H -1.039 -3.330 6.198
H -3.933 -0.086 1.212
H -0.878 1.339 -2.279
H -2.000 1.602 -1.012
H -0.338 2.610 0.361
H 1.015 1.772 -0.388
H 0.773 3.786 -1.129
H -0.952 -0.610 -3.089
H -1.850 -1.938 -2.391
H -3.453 0.456 -1.931
H -3.754 -0.933 -2.959
H -2.062 0.443 -4.640
H -3.804 0.503 -4.623
H -3.137 2.742 -4.645
H -1.967 2.597 -3.348
H -3.828 5.205 -3.645
H -2.196 4.805 -3.097
H -3.215 5.755 -2.042
H 0.868 -3.242 -0.740
H -2.148 -3.124 -0.770
H -1.064 -4.583 -0.528
H 2.184 -1.176 -0.780
H 1.347 0.213 -1.543
H 3.768 0.029 -3.668
H 2.037 0.382 -4.033
H 2.911 -0.773 -5.011
H 1.561 -1.681 2.573
H 0.499 -2.972 1.955
H 1.954 -2.334 1.041
O -8.250 4.944 0.640
S -7.724 4.179 -0.450
O -6.975 4.809 -1.497
O -8.908 3.325 -1.097
C -10.079 4.027 -1.558
C -9.831 4.797 -2.841
C -6.785 2.829 0.179
H -10.455 4.681 -0.769
H -10.835 3.263 -1.731
H -9.116 5.604 -2.687
H -10.760 5.236 -3.206
H -9.421 4.140 -3.608
H -7.356 2.324 0.954
H -5.867 3.242 0.589
H -6.554 2.153 -0.641
O 7.382 -6.106 0.822
S 7.736 -5.597 -0.469
O 7.890 -4.188 -0.683
O 6.711 -6.178 -1.551
C 5.311 -5.939 -1.338
C 4.936 -4.495 -1.612
C 9.178 -6.422 -1.051
H 5.029 -6.240 -0.326
H 4.782 -6.594 -2.028
H 5.420 -3.828 -0.900
H 3.861 -4.351 -1.532
H 5.260 -4.197 -2.608
H 9.053 -7.493 -0.915
H 10.015 -6.060 -0.458
H 9.327 -6.173 -2.099
O 7.374 2.325 -0.594
S 8.235 1.538 0.240
O 9.158 0.607 -0.329
O 7.332 0.783 1.326
C 6.266 -0.048 0.843
C 6.760 -1.351 0.239
C 9.102 2.592 1.353
H 5.655 0.514 0.131
H 5.640 -0.263 1.709
H 7.350 -1.179 -0.659
H 5.918 -1.987 -0.032
H 7.396 -1.884 0.945
H 8.399 3.284 1.810
H 9.841 3.135 0.768
H 9.596 1.980 2.104
```

Here are the Mulliken charges for atoms 1 to 2, given in e: -0.280 -0.695



# 6
Computed, not measured: a 2-piece molecular cluster, C15H28BF10N4O5S overall in a non-equilibrium geometry, with ωB97M-V with the def2-TZVPD basis set.

Values from the calculation:
spin multiplicity: 1
orbital gap: 5.83 eV
LUMO level: -0.17858 hartree
charge: +1

XYZ file:
```
64
C15H28BF10N4O5S | OMol25 | ωB97M-V with the def2-TZVPD basis set
N 0.331 0.315 3.680
C -0.738 1.188 4.370
N -1.408 1.965 3.254
C -1.011 3.364 2.814
F 0.029 4.280 3.334
C -2.106 3.543 1.591
N -2.196 4.814 0.745
N -2.975 2.276 1.449
C -4.033 2.168 0.372
C -3.262 2.114 -1.070
C -3.114 0.610 -1.728
F -3.254 -0.330 -0.548
F -4.288 0.229 -2.601
C -1.661 0.257 -2.364
F -0.651 0.423 -1.253
F -1.652 -1.221 -2.663
S -1.066 1.237 -3.810
F -2.553 2.005 -4.131
F -1.596 -0.048 -4.874
F 0.473 0.418 -3.663
F -0.439 2.531 -2.877
F -0.429 2.006 -5.203
C -2.553 1.300 2.523
C -3.181 -0.177 2.851
B -4.425 0.080 3.945
O -4.509 -0.712 5.190
O -5.391 1.177 3.589
H 0.385 0.677 2.680
H -0.015 -0.669 3.573
H -1.445 0.456 4.952
H -0.146 1.891 5.111
H -1.767 5.638 1.262
H -3.209 5.078 0.569
H -4.842 1.343 0.546
H -4.624 3.206 0.393
H -3.932 2.746 -1.829
H -2.213 2.631 -1.040
H -2.352 -0.897 3.319
H -3.672 -0.728 1.944
H -4.899 -0.104 5.898
H -5.880 0.807 2.786
C 3.960 -0.252 -3.699
O 3.819 -1.022 -2.516
C 2.558 -1.694 -2.461
C 2.586 -2.790 -1.392
O 3.185 -4.004 -1.860
C 4.614 -3.982 -1.975
C 5.318 -4.064 -0.618
O 5.376 -2.772 -0.010
C 5.722 -2.845 1.364
H 3.166 0.496 -3.769
H 4.926 0.259 -3.662
H 3.947 -0.903 -4.577
H 2.321 -2.133 -3.434
H 1.798 -0.949 -2.200
H 1.550 -3.053 -1.151
H 3.053 -2.451 -0.465
H 4.950 -3.125 -2.561
H 4.872 -4.881 -2.545
H 6.346 -4.412 -0.760
H 4.782 -4.764 0.036
H 4.953 -3.389 1.920
H 5.779 -1.827 1.759
H 6.694 -3.328 1.491
```

Here are the Mulliken charges for atoms 1 to 2, given in e: -0.572 -0.502